ORCA calculation (wB97M-V/def2-TZVPD) on 4 unconnected molecules or ions with the total composition C58H49F9O11S.

XYZ file:
```
128
Properties=species:S:1:pos:R:3:forces:R:3:mulliken_charge:R:1
C 8.238 -5.308 2.020 0.6 0.9 -0.7 -0.75
C 8.090 -3.671 1.964 -1.0 0.0 0.4 0.08
C 7.454 -3.015 3.348 1.6 -0.3 -0.6 -0.40
O 6.874 -1.711 2.945 -1.7 -1.9 0.5 -0.38
C 5.440 -1.842 2.642 -1.4 0.2 -0.6 -0.05
C 5.016 -1.179 1.166 1.4 0.7 1.3 -0.39
O 3.547 -1.213 1.123 1.1 -1.1 -2.1 -0.37
C 3.030 -1.678 -0.173 -1.9 0.1 -0.3 0.01
C 1.364 -1.623 -0.037 0.6 0.2 1.0 -0.37
C 0.871 -2.388 1.328 -0.8 -0.7 0.3 -0.25
C -0.232 -3.612 1.039 -0.2 1.7 -0.3 -0.33
C -0.613 -4.284 2.468 -0.2 0.9 0.0 -0.73
C -0.434 -5.905 2.595 -3.0 0.3 -0.9 0.75
F -0.023 -6.597 1.341 -0.8 2.0 4.2 -0.26
F -1.833 -6.426 2.855 4.1 1.1 -0.6 -0.34
C 0.417 -6.324 3.927 -3.9 -2.5 2.6 0.52
F 0.121 -5.482 5.136 0.4 -2.8 -4.5 -0.19
F -0.060 -7.708 4.303 1.7 4.5 -1.3 -0.27
S 2.262 -6.428 3.752 5.0 -1.2 2.6 1.14
F 2.239 -7.815 2.750 -0.3 3.4 1.6 -0.30
F 2.304 -7.522 5.117 0.0 2.3 -2.8 -0.36
F 2.404 -5.145 4.929 0.3 -2.2 -3.0 -0.34
F 2.363 -5.321 2.457 -0.6 -2.3 2.4 -0.07
F 3.978 -6.516 3.737 -3.6 0.3 -0.2 -0.32
C 3.384 -3.248 -0.532 0.2 -0.4 -1.2 -0.07
C 4.549 -3.375 -1.723 3.6 5.6 -2.4 0.43
O 5.153 -2.280 -2.258 -4.3 -7.6 3.5 -0.53
O 4.982 -4.676 -2.293 -1.2 0.5 4.0 -0.31
C 5.039 -5.725 -1.262 3.2 -1.7 4.7 0.54
C 4.028 -7.040 -1.401 0.6 0.4 0.2 -0.70
O 5.884 -5.725 -0.223 -5.3 0.9 -6.9 -0.44
H 9.255 -5.542 2.556 -2.1 0.1 -0.9 0.34
H 8.297 -5.686 0.896 -0.1 0.6 2.5 0.19
H 7.324 -5.806 2.556 1.8 0.9 -1.0 0.14
H 7.346 -3.362 1.091 1.6 -0.7 1.8 -0.11
H 9.120 -3.136 1.794 -2.0 -1.2 0.1 0.28
H 6.706 -3.722 3.907 1.1 1.4 -1.2 0.24
H 8.362 -2.823 4.087 -2.0 -0.1 -1.5 0.28
H 5.058 -2.961 2.646 1.0 2.1 0.0 0.08
H 4.769 -1.259 3.439 1.6 -1.2 -1.6 0.19
H 5.556 -1.690 0.263 -1.2 0.8 1.7 0.16
H 5.378 -0.047 1.200 -0.8 -2.3 -0.2 0.24
H 3.299 -0.915 -1.027 -0.1 -1.8 1.6 0.36
H 1.071 -0.483 0.088 0.5 -2.4 -0.6 -0.22
H 0.839 -2.120 -0.970 1.2 1.3 1.8 0.40
H 1.728 -2.888 1.954 -1.4 1.2 -1.4 0.14
H 0.316 -1.614 2.033 1.2 -1.6 -1.4 0.13
H -1.195 -3.049 0.624 2.0 -1.4 0.8 0.22
H 0.129 -4.330 0.195 -0.6 1.1 1.8 0.24
H -1.747 -3.988 2.699 2.5 -1.2 -0.4 0.40
H 0.016 -3.704 3.301 -1.2 -1.7 -1.7 0.27
H 3.678 -3.877 0.411 -0.3 1.3 -1.8 0.06
H 2.413 -3.750 -1.008 2.1 1.0 1.0 0.28
H 4.054 -7.494 -2.491 -0.2 1.2 2.3 0.32
H 2.960 -6.681 -1.072 2.0 -0.7 -0.9 0.15
H 4.376 -7.868 -0.621 -0.6 2.1 -1.8 0.26
C 0.441 4.053 -0.384 -0.2 -0.2 -0.1 -0.54
C -0.248 5.265 -0.342 -0.4 -0.1 -0.1 -0.49
C -1.592 5.318 -0.715 0.3 0.0 0.1 -0.67
C -2.247 4.157 -1.143 0.5 0.3 0.2 0.08
C -1.552 2.950 -1.208 0.5 0.2 0.2 0.23
C -0.208 2.895 -0.817 0.1 0.3 0.1 -0.71
C -2.219 1.729 -1.705 0.7 -1.1 0.0 0.76
O -1.610 0.668 -1.759 -0.3 0.5 0.0 -0.78
C -3.627 1.808 -2.143 -0.5 -0.3 -0.3 0.35
C -4.254 0.671 -2.671 -0.3 0.0 -0.1 -0.50
C -5.589 0.734 -3.075 0.4 0.1 0.1 -0.61
C -6.303 1.925 -2.946 0.3 0.2 0.1 -0.46
C -5.679 3.060 -2.426 -0.1 -0.2 -0.1 -0.62
C -4.335 3.003 -2.033 -0.6 -0.3 -0.2 0.06
C -3.674 4.219 -1.518 -0.7 1.4 0.1 0.93
O -4.299 5.267 -1.408 0.4 -0.7 0.0 -0.73
H 1.486 4.010 -0.085 -0.2 0.0 -0.1 0.45
H 0.261 6.170 -0.017 -0.1 -0.2 -0.1 0.41
H -2.124 6.267 -0.675 0.0 -0.3 -0.1 0.50
H 0.338 1.954 -0.852 -0.3 0.2 -0.1 0.51
H -3.705 -0.263 -2.772 0.0 0.3 0.1 0.49
H -6.073 -0.148 -3.489 0.1 0.2 0.1 0.42
H -7.345 1.972 -3.254 0.2 0.0 0.1 0.41
H -6.241 3.988 -2.333 0.3 -0.1 0.0 0.48
C -4.440 3.396 3.054 0.2 -0.3 0.1 -0.38
C -4.816 3.990 4.258 0.2 -0.2 0.3 -0.63
C -4.459 3.398 5.471 -0.1 0.2 -0.3 -0.55
C -3.734 2.201 5.480 -0.3 0.4 -0.3 0.41
C -3.379 1.593 4.276 -0.3 0.4 -0.3 -0.01
C -3.723 2.199 3.060 -0.2 0.3 0.0 -0.80
C -2.658 0.305 4.272 0.3 -0.5 -1.2 0.48
O -2.343 -0.228 3.215 -0.1 0.2 0.5 -0.72
C -2.329 -0.337 5.561 0.2 -0.5 0.3 0.06
C -1.696 -1.587 5.572 0.1 -0.1 0.4 -0.79
C -1.370 -2.195 6.786 -0.1 0.2 -0.3 -0.34
C -1.665 -1.554 7.989 -0.2 0.3 -0.1 -0.61
C -2.300 -0.312 7.981 0.1 -0.3 0.0 -0.60
C -2.642 0.293 6.764 0.3 -0.5 0.3 0.49
C -3.346 1.591 6.767 -0.4 0.7 1.3 0.58
O -3.609 2.153 7.824 0.2 -0.4 -0.7 -0.68
H -4.710 3.862 2.109 0.1 -0.1 0.2 0.51
H -5.386 4.917 4.254 0.1 -0.2 0.0 0.40
H -4.752 3.871 6.407 0.2 -0.2 -0.1 0.45
H -3.438 1.737 2.116 0.0 0.0 0.3 0.76
H -1.459 -2.093 4.637 -0.1 0.3 0.1 0.63
H -0.883 -3.168 6.793 -0.1 0.2 0.0 0.49
H -1.404 -2.024 8.935 -0.1 0.1 -0.2 0.39
H -2.532 0.180 8.924 0.0 0.0 -0.3 0.46
C -3.877 8.699 -8.632 0.0 -0.3 0.2 -0.49
C -2.630 8.812 -9.246 0.2 -0.3 0.1 -0.45
C -1.654 7.838 -9.029 -0.2 0.3 -0.1 -0.54
C -1.922 6.753 -8.186 -0.2 0.5 -0.2 0.12
C -3.161 6.653 -7.553 -0.2 0.5 -0.3 0.17
C -4.145 7.622 -7.785 0.1 0.2 -0.2 -0.46
C -3.437 5.539 -6.623 -1.3 -0.1 0.7 0.53
O -4.525 5.449 -6.069 0.6 0.0 -0.3 -0.69
C -2.380 4.542 -6.363 0.2 -0.5 0.3 0.03
C -2.607 3.513 -5.439 0.3 -0.2 0.1 -0.45
C -1.618 2.558 -5.198 -0.2 0.3 -0.1 -0.26
C -0.405 2.621 -5.883 0.0 0.3 -0.2 -0.91
C -0.173 3.647 -6.800 -0.1 -0.2 0.2 -0.61
C -1.159 4.615 -7.033 0.2 -0.5 0.3 0.27
C -0.891 5.718 -7.977 1.3 0.1 -0.7 0.67
O 0.177 5.776 -8.576 -0.7 0.0 0.4 -0.68
H -4.641 9.454 -8.808 0.1 -0.2 0.0 0.39
H -2.417 9.658 -9.895 0.0 -0.2 0.1 0.39
H -0.685 7.930 -9.516 -0.2 -0.2 0.2 0.45
H -5.118 7.544 -7.305 0.3 -0.1 0.0 0.45
H -3.553 3.455 -4.903 0.1 0.1 -0.2 0.64
H -1.795 1.763 -4.477 0.0 0.1 -0.1 0.52
H 0.363 1.873 -5.701 -0.1 0.1 0.0 0.44
H 0.778 3.693 -7.327 -0.3 0.1 0.1 0.46
```
Positions in Å, forces in eV/Å.

## Properties
- Max |F|: 0.1827 Eh/bohr
- Orbital gap: 6.76 eV
- Molecular weight: 1125.07 g mol⁻¹
- SMILES: CCCOCCO[C@H](CCCCC(F)(F)C(F)(F)S(F)(F)(F)(F)F)CC(=O)OC(C)=O.O=C1c2ccccc2C(=O)c2ccccc21.O=C1c2ccccc2C(=O)c2ccccc21.O=C1c2ccccc2C(=O)c2ccccc21